1.
Density functional theory data (ωB97M-V/def2-TZVPD) for C7H24Li3N2O6 as an isolated structure at a distorted geometry.

```
42
Properties=species:S:1:pos:R:3
Li -2.064 -1.405 -5.122
Li -4.714 0.346 -1.875
Li -1.095 3.159 -5.883
O -1.695 1.096 -2.698
H -1.384 0.948 -1.783
O -5.150 -2.558 -3.883
H -5.134 -3.485 -3.574
O 2.814 1.307 -2.183
H 3.221 1.901 -2.813
H 1.896 1.264 -2.451
C -4.114 6.531 0.373
O -4.228 6.994 -0.716
N -4.573 7.043 1.494
N -3.506 5.438 0.633
H -4.480 6.457 2.311
H -5.205 7.831 1.484
H -3.034 5.026 -0.159
H -3.621 5.041 1.554
C 3.324 -4.408 -4.747
C 2.061 -4.857 -4.055
C 1.949 -4.277 -2.663
O 1.061 -4.484 -5.044
H 4.163 -4.654 -4.097
H 3.292 -3.334 -4.933
H 3.459 -4.956 -5.679
H 2.033 -5.947 -4.046
H 1.287 -3.417 -2.567
H 2.925 -4.104 -2.210
H 1.495 -5.013 -1.999
H 1.106 -4.962 -5.875
C 0.836 0.640 4.964
C 1.377 -0.325 6.027
C 2.512 0.212 6.832
O 0.325 -0.462 7.024
H -0.205 0.884 5.175
H 0.659 0.087 4.041
H 1.442 1.532 4.804
H 1.558 -1.277 5.530
H 3.235 0.732 6.203
H 3.157 -0.544 7.279
H 2.233 0.931 7.602
H 0.782 -0.930 7.727
```

## Properties
HOMO level, Eh: -0.3355
Charge: +1
HOMO-LUMO gap, eV: 3.42



2.
Density functional theory data (ωB97M-V/def2-TZVPD) for a single C5H8O3 molecule at a distorted geometry.

```
16
Properties=species:S:1:pos:R:3
C 0.389 1.280 -1.462
C 0.579 0.182 -0.450
C 1.266 -0.926 -0.773
O 1.496 -2.005 0.031
C -0.031 0.441 0.904
C -1.446 -0.087 0.964
O -2.393 0.270 0.284
O -1.594 -1.058 1.889
H -0.673 1.408 -1.693
H 0.777 2.227 -1.073
H 0.912 1.072 -2.401
H 1.712 -1.091 -1.749
H 1.031 -1.899 0.877
H 0.567 -0.018 1.700
H -0.053 1.511 1.138
H -2.540 -1.308 1.813
```

## Properties
HOMO level, Eh: -0.3206
Charge: 0
ΔE to the lowest compared entry with this formula, charge and spin, kJ/mol: 43.63
HOMO-LUMO gap, eV: 9.33



3.
Density functional theory data (ωB97M-V/def2-TZVPD) for a 2-piece molecular cluster, C4H14NO2 overall at a distorted geometry.

```
21
Properties=species:S:1:pos:R:3
C -0.601 -0.370 1.514
C -0.264 0.493 0.312
C -1.355 0.189 -0.810
C -1.753 -1.303 -1.095
O -1.004 0.811 -1.962
N 1.097 0.233 -0.303
H -1.618 -0.153 1.852
H -0.490 -1.440 1.386
H 0.060 0.001 2.298
H -0.369 1.560 0.473
H -2.310 0.641 -0.400
H -2.309 -1.666 -0.226
H -2.423 -1.445 -1.937
H -0.823 -1.874 -1.147
H -1.574 0.564 -2.731
H 1.038 0.647 -1.242
H 1.866 0.717 0.183
H 1.328 -0.757 -0.405
H 4.379 1.426 0.990
H 3.562 0.792 2.105
O 3.562 0.937 1.147
```

## Properties
2S+1: 2
HOMO level (spin up / spin down), Eh: -0.6924 / -0.6924
Charge: +2
ΔE to the lowest compared entry with this formula, charge and spin, kJ/mol: 56.72
HOMO-LUMO gap (spin up / spin down), eV: 11.58 / 4.69



4.
Density functional theory data (ωB97M-V/def2-TZVPD) for a 18-piece molecular cluster, C61H80Cl19O29P overall at a distorted geometry.

```
190
Properties=species:S:1:pos:R:3
C -3.594 -0.232 2.298
C -3.409 -0.962 1.010
C -2.230 -0.508 0.053
C -0.863 -0.928 0.542
P 0.464 -0.685 -0.688
C 2.107 -1.397 -0.103
C 3.341 -1.011 -0.918
C 3.585 -2.073 -2.014
C 4.120 -3.439 -1.499
C 0.713 1.174 -0.886
C 1.377 1.690 0.353
C 0.988 3.090 0.806
C 1.647 4.076 -0.114
C 0.008 -1.536 -2.265
C 0.195 -3.091 -2.311
C -0.927 -3.782 -1.535
C -0.445 -4.795 -0.514
H -3.805 0.828 2.155
H -2.686 -0.237 2.900
H -4.419 -0.618 2.896
H -4.378 -0.877 0.519
H -3.361 -2.036 1.194
H -2.275 0.578 -0.029
H -2.429 -0.892 -0.948
H -0.910 -2.009 0.667
H -0.621 -0.504 1.516
H 1.955 -2.472 -0.008
H 2.186 -1.103 0.944
H 4.258 -0.959 -0.330
H 3.185 0.007 -1.274
H 4.335 -1.727 -2.725
H 2.778 -2.184 -2.738
H 4.989 -3.802 -2.048
H 3.380 -4.238 -1.507
H 4.457 -3.300 -0.472
H -0.270 1.503 -1.223
H 1.317 1.235 -1.791
H 2.455 1.536 0.366
H 0.966 1.198 1.234
H 1.409 3.226 1.802
H -0.082 3.289 0.853
H 1.446 5.075 0.271
H 1.375 3.920 -1.158
H 2.734 4.059 -0.185
H 0.714 -1.109 -2.977
H -0.966 -1.211 -2.630
H 1.130 -3.402 -1.846
H 0.312 -3.459 -3.330
H -1.425 -4.486 -2.201
H -1.668 -3.079 -1.153
H -1.089 -5.671 -0.447
H -0.418 -4.339 0.475
H 0.494 -5.236 -0.849
Cl 2.421 1.441 -4.957
O 1.946 2.641 -4.258
O 2.926 0.550 -3.984
O 1.399 0.774 -5.750
O 3.462 1.784 -5.872
C 3.141 -6.384 4.690
C 2.951 -5.102 4.275
C 2.222 -4.698 3.058
O 1.876 -3.555 2.741
C 1.861 -5.788 2.185
C 2.004 -7.101 2.638
C 2.674 -7.517 3.917
O 2.868 -8.692 4.189
O 1.527 -8.142 1.890
O 3.395 -4.065 5.055
H 3.615 -6.573 5.642
H 1.385 -5.644 1.226
H 1.606 -8.984 2.346
H 3.115 -3.271 4.595
C -7.067 -1.480 3.613
C -6.989 -1.574 2.297
C -7.100 -0.406 1.377
O -7.189 -0.512 0.168
C -7.257 0.821 2.110
C -7.262 0.849 3.487
C -7.397 -0.332 4.370
O -7.732 -0.363 5.541
O -7.326 2.075 4.087
O -7.009 -2.793 1.692
H -6.964 -2.377 4.207
H -7.190 1.739 1.546
H -7.201 2.104 5.038
H -7.030 -2.737 0.734
C -3.726 3.356 0.090
C -4.688 2.876 -0.744
C -5.267 3.721 -1.803
O -5.969 3.253 -2.760
C -4.938 5.147 -1.719
C -3.999 5.601 -0.857
C -3.218 4.677 0.047
O -2.312 5.061 0.807
O -3.651 6.921 -0.773
O -5.062 1.563 -0.722
H -3.321 2.720 0.863
H -5.438 5.883 -2.331
H -2.906 7.013 -0.175
H -5.677 1.497 -1.456
C 3.056 7.870 1.071
C 4.367 7.501 1.202
C 4.884 6.475 2.163
O 6.068 6.117 2.375
C 3.720 5.901 2.912
C 2.394 6.312 2.855
C 1.928 7.313 1.834
O 0.801 7.814 1.802
O 1.435 5.795 3.620
O 5.369 8.141 0.498
H 2.850 8.501 0.219
H 3.936 5.164 3.671
H 0.580 5.988 3.229
H 6.220 7.715 0.624
C -6.345 -1.587 -2.482
C -6.476 -0.673 -3.490
C -7.458 -0.926 -4.541
O -7.482 -0.267 -5.540
C -8.410 -2.025 -4.294
C -8.365 -2.746 -3.212
C -7.305 -2.627 -2.157
O -7.185 -3.339 -1.129
O -9.265 -3.772 -3.111
O -5.695 0.426 -3.612
H -5.550 -1.421 -1.770
H -9.106 -2.256 -5.086
H -8.862 -4.264 -2.392
H -5.827 0.905 -4.433
C 5.120 -0.693 4.765
C 3.984 -0.184 4.299
C 3.781 1.225 4.101
O 2.837 1.808 3.755
C 5.055 1.970 4.247
C 6.231 1.508 4.780
C 6.365 0.056 5.122
O 7.360 -0.436 5.707
O 7.372 2.221 4.992
O 2.953 -1.060 4.096
H 5.215 -1.768 4.815
H 5.065 2.982 3.870
H 7.918 1.534 5.383
H 2.136 -0.559 4.148
O -1.018 5.938 2.824
H -1.369 5.570 2.013
H -1.773 5.994 3.409
C -3.149 -3.971 3.370
Cl -3.892 -2.776 4.476
Cl -1.588 -3.341 2.837
H -2.875 -4.851 3.953
H -3.823 -4.242 2.557
C 6.369 0.808 -0.348
Cl 5.281 1.340 0.904
Cl 7.594 2.045 -0.610
H 6.944 -0.047 0.008
H 5.808 0.653 -1.269
C -1.377 2.593 4.831
Cl -0.917 2.119 3.124
Cl -3.019 3.165 4.861
H -1.229 1.691 5.426
H -0.706 3.332 5.270
C -1.739 2.533 -4.093
Cl -2.243 1.105 -3.130
Cl -1.943 4.016 -3.135
H -0.688 2.524 -4.382
H -2.335 2.664 -4.995
C 5.135 3.892 -3.043
Cl 6.299 4.811 -4.059
Cl 4.656 4.801 -1.507
H 4.312 3.784 -3.750
H 5.672 2.969 -2.825
C -4.496 -5.987 -0.842
Cl -4.370 -5.917 -2.601
Cl -4.352 -4.340 -0.172
H -5.430 -6.473 -0.558
H -3.741 -6.626 -0.383
C 6.465 0.787 -4.743
Cl 6.905 0.138 -6.345
Cl 7.851 1.305 -3.825
H 5.855 1.678 -4.893
H 5.914 0.053 -4.156
C 6.122 -4.270 -4.952
Cl 7.819 -4.669 -4.785
Cl 5.191 -5.538 -4.290
H 5.880 -3.260 -4.623
H 5.921 -4.148 -6.016
C 2.454 -2.171 -6.991
Cl 2.526 -3.193 -5.495
Cl 3.461 -2.971 -8.339
H 1.430 -2.038 -7.341
H 2.878 -1.191 -6.774
```

## Properties
2S+1: 2
HOMO level (spin up / spin down), Eh: -0.4089 / -0.4089
Charge: +1
HOMO-LUMO gap (spin up / spin down), eV: 5.02 / 3.06



Which formula does entry 3 have?
C4H14NO2



Among the records above, which one has the highest charge?
C4H14NO2



What is the charge in the first record?
+1